# 1
This record from OMol25 describes 2 unconnected molecules or ions with the total composition C21H32BrCl3F6N2O3P at a distorted geometry. The level of theory is ωB97M-V with the def2-TZVPD basis set.

Positions of all 69 atoms, in Å:
C 0.640 -2.298 -0.085
C -0.388 -1.740 -0.403
C -1.568 -0.907 -1.028
O -2.622 -1.595 -1.651
C -3.167 -2.685 -0.857
C -2.890 -4.134 -1.437
C -1.579 -4.836 -0.843
O -4.004 -4.963 -1.001
C -1.866 0.156 0.123
P -3.152 -0.021 1.543
O -4.601 -0.544 0.885
Br -2.353 -1.637 2.906
N -1.069 1.173 -0.066
C -1.054 2.343 0.873
C -0.499 1.874 2.311
C 0.704 2.758 2.849
C 1.549 1.837 3.824
F 2.218 0.806 3.134
F 2.503 2.557 4.539
C 0.643 1.086 4.916
F 1.410 0.835 6.048
F 0.218 -0.156 4.481
F -0.409 1.880 5.358
C -0.140 1.158 -1.269
F -0.379 2.419 -1.878
C 1.364 0.996 -0.816
C 2.303 0.242 -1.844
C 3.520 -0.383 -0.982
C 4.743 0.609 -0.817
C 5.731 -0.063 0.259
C 5.281 0.328 1.740
C -0.852 0.028 -2.109
N -1.711 0.654 -3.144
H 1.573 -2.542 0.484
H -2.884 -2.626 0.239
H -4.295 -2.554 -0.877
H -2.809 -4.173 -2.560
H -1.360 -4.301 0.137
H -1.715 -5.928 -0.627
H -0.699 -4.606 -1.513
H -3.924 -5.026 -0.024
H -5.268 0.173 0.887
H -0.353 3.143 0.500
H -2.085 2.750 1.047
H -0.186 0.797 2.195
H -1.358 1.882 3.053
H 0.279 3.579 3.502
H 1.338 3.185 2.025
H 1.781 2.049 -0.704
H 1.400 0.562 0.234
H 1.829 -0.631 -2.366
H 2.792 0.965 -2.570
H 3.111 -0.705 0.029
H 3.833 -1.343 -1.497
H 5.290 0.650 -1.799
H 4.346 1.601 -0.464
H 5.585 -1.182 0.164
H 6.788 0.270 0.084
H 5.128 -0.557 2.416
H 6.101 0.957 2.187
H 4.354 0.967 1.694
H -0.241 -0.701 -2.711
H -1.099 0.925 -3.929
H -2.364 -0.018 -3.562
C -4.575 2.892 -4.230
Cl -5.502 2.680 -2.736
Cl -5.303 1.969 -5.549
Cl -4.465 4.603 -4.654
H -3.569 2.515 -4.064

Force components x, y, z for each atom (eV/Å):
0.415 0.887 1.274
-0.993 0.269 -1.018
1.577 0.726 -0.218
1.210 0.175 1.744
-1.566 -0.794 -0.127
0.772 -1.195 0.993
0.133 1.706 0.333
0.553 0.927 0.149
0.817 -1.427 -1.993
-1.440 1.626 1.044
1.873 -0.131 -0.028
-0.305 0.389 -1.310
-1.554 0.235 1.378
0.920 0.409 1.730
-0.288 -0.096 -0.490
-0.385 -0.862 0.987
0.331 0.004 0.023
-0.893 1.613 0.773
-1.422 -0.941 -1.322
0.782 -0.588 2.157
-1.238 0.411 -2.001
0.113 2.316 0.457
1.421 -1.520 -1.209
-0.599 0.099 -0.455
0.812 -1.721 0.883
-0.073 0.937 -0.340
1.267 -0.426 1.287
-0.527 0.042 -0.548
0.079 -1.784 0.523
-1.236 0.417 0.318
0.649 0.423 -0.363
0.202 -1.274 -1.656
-0.361 -0.073 0.127
-1.410 -0.095 -1.155
0.069 -0.054 -1.280
1.396 -0.123 -0.129
-0.608 0.293 1.182
-0.134 -0.903 -0.997
0.067 1.071 -0.637
-0.848 -0.607 0.750
-0.133 -0.100 -0.829
0.537 -0.257 0.164
-1.050 -0.983 -0.093
0.949 -0.439 -0.742
-0.121 1.053 0.225
1.081 0.020 -0.895
0.675 -0.751 -0.881
-0.431 -0.535 0.930
-0.671 -1.127 -0.104
-0.128 0.149 -1.425
0.158 1.147 0.409
-1.006 -0.871 0.639
0.575 0.491 -1.033
-0.058 1.166 0.570
-0.718 0.405 0.861
0.715 -0.759 -0.493
0.704 1.225 -0.169
-1.002 -0.631 0.101
0.031 0.889 -0.733
-0.962 -0.585 -0.239
0.826 -0.771 0.256
0.396 0.928 1.293
-0.331 -0.005 0.677
0.302 0.021 0.572
0.032 0.082 -0.159
0.082 -0.035 0.008
0.088 0.011 0.119
0.028 -0.141 0.066
-0.151 0.037 0.069

## Properties
**Total charge**: +1
**E_LUMO**: -0.1830 Eh
**HOMO**: -12.78 eV
**Frontier orbital gap**: 7.80 eV

# 2
This record from OMol25 describes a molecular structure, C21H32Cl6F4N2O23S4Y at a distorted geometry. The level of theory is ωB97M-V with the def2-TZVPD basis set.

Positions of all 93 atoms, in Å:
Y -2.101 -2.000 -0.683
N -2.844 -2.841 -2.555
S -2.165 -3.476 -3.875
O -2.061 -2.664 -5.044
O -2.322 -4.912 -3.977
F -0.679 -3.270 -3.288
S -4.356 -2.694 -3.431
O -5.022 -3.872 -3.936
O -4.538 -1.427 -4.060
F -5.295 -2.481 -2.134
N -0.407 -0.496 -0.867
S 0.208 0.306 -2.283
O 1.546 -0.031 -2.658
O -0.330 1.607 -2.478
F -0.651 -0.548 -3.311
S 0.408 0.366 0.154
O -0.019 1.715 0.396
O 1.787 0.005 0.262
F -0.273 -0.328 1.418
C 4.381 -0.764 1.971
C 3.378 -0.729 3.163
O 3.273 -2.128 3.446
C 4.388 -2.741 3.075
O 4.717 -3.830 3.431
O 5.133 -1.944 2.294
H 5.046 0.092 1.939
H 3.811 -0.942 1.064
H 2.404 -0.363 2.847
H 3.717 -0.237 4.074
C -5.005 1.893 2.687
C -3.715 1.912 3.500
O -2.754 1.393 2.563
C -3.403 0.574 1.745
O -2.870 -0.207 0.994
O -4.693 0.846 1.764
H -5.300 2.846 2.257
H -5.830 1.604 3.335
H -3.772 1.254 4.370
H -3.313 2.829 3.924
C -1.378 -2.925 5.095
C -2.670 -2.099 4.905
O -2.691 -1.934 3.490
C -1.698 -2.589 2.902
O -1.525 -2.571 1.709
O -1.027 -3.314 3.769
H -1.476 -3.849 5.665
H -0.590 -2.406 5.641
H -2.692 -1.145 5.420
H -3.511 -2.709 5.234
C 3.437 -3.124 -0.511
C 3.152 -4.265 -1.510
O 1.736 -4.192 -1.646
C 1.216 -3.422 -0.710
O 0.043 -3.198 -0.553
O 2.157 -2.904 0.076
H 3.842 -2.249 -1.014
H 4.057 -3.545 0.278
H 3.478 -5.227 -1.117
H 3.582 -4.117 -2.498
C 0.406 3.535 4.455
C 1.157 2.925 3.282
O 0.614 1.610 3.235
C -0.157 1.338 4.274
O -0.618 0.284 4.573
O -0.338 2.465 5.024
H -0.201 4.386 4.135
H 1.022 3.969 5.243
H 2.236 2.857 3.420
H 0.963 3.433 2.340
Cl 2.991 2.664 -4.408
C 4.078 1.597 -5.345
C 3.771 0.155 -4.957
Cl 4.642 -0.993 -5.987
H 5.098 1.897 -5.119
H 3.895 1.758 -6.403
H 2.706 0.018 -5.147
H 3.941 -0.130 -3.924
Cl -0.238 4.315 -5.337
C 0.673 2.824 -5.023
C 0.283 1.743 -6.014
Cl 1.382 0.356 -5.861
H 0.397 2.551 -4.006
H 1.740 3.030 -5.036
H 0.356 2.116 -7.032
H -0.735 1.439 -5.784
Cl -4.321 3.911 -0.019
C -2.553 3.833 0.189
C -1.769 5.001 -0.381
Cl -1.935 5.105 -2.120
H -2.171 2.883 -0.180
H -2.401 3.787 1.270
H -0.718 4.868 -0.130
H -2.119 5.935 0.056

Force components x, y, z for each atom (eV/Å):
2.135 0.446 2.992
-3.405 -0.166 -2.822
6.316 -3.745 -1.769
-1.519 -0.096 0.802
-0.243 2.502 0.461
-0.273 -0.334 0.372
-6.446 1.287 1.492
2.633 1.005 0.145
1.464 -0.792 0.064
1.204 0.095 0.789
0.869 1.939 -3.731
-0.988 -1.380 -3.902
-0.812 0.270 1.419
0.254 -0.453 1.405
-0.224 -0.245 0.733
0.217 0.631 6.830
0.567 -0.457 -1.444
-0.576 0.527 -0.761
0.564 -0.366 -0.181
-0.671 -0.188 1.455
0.183 -0.178 -0.981
-1.059 0.339 0.435
0.883 -0.773 0.534
-0.196 0.015 -0.360
0.349 0.359 -0.627
0.026 -0.033 -0.246
0.231 0.284 -0.207
-0.007 0.033 0.147
0.183 0.192 -0.161
0.102 0.324 1.638
0.290 0.214 0.705
0.564 -0.772 0.222
-0.204 1.779 -0.005
-0.097 -1.013 -1.101
-0.920 -0.714 -0.702
0.420 -0.222 -0.776
-0.043 -0.401 -0.241
0.013 -0.360 -0.262
-0.304 0.375 -0.566
-0.085 -0.226 1.408
0.465 -1.255 0.647
-0.420 0.787 -0.542
-0.920 -0.092 1.087
-0.224 -0.555 -1.476
0.915 0.395 -0.625
-0.552 0.000 -0.167
0.243 0.407 -0.794
0.280 0.134 -0.220
-0.264 0.212 -0.333
0.590 -1.588 -0.185
0.674 0.497 0.012
-1.187 -0.220 -0.129
1.722 -0.056 0.082
-1.952 0.090 -0.109
-0.801 0.488 -0.180
-0.185 0.251 0.381
0.363 0.637 -0.030
-0.410 -0.089 -0.051
0.011 0.054 0.078
0.354 1.274 0.501
0.111 0.108 0.090
0.405 -0.816 -0.747
0.014 1.166 0.883
-0.246 -0.549 -0.215
-0.285 -0.319 -0.414
-0.570 -0.465 -0.036
0.311 -0.348 -0.093
-0.041 -0.051 0.114
-0.101 -0.147 -0.041
7.812 -1.580 3.134
0.914 -0.648 0.509
1.014 -0.202 0.613
0.311 -0.069 -0.207
0.042 -0.090 -0.056
-0.217 0.038 -0.029
3.187 -0.728 1.598
0.478 0.442 0.153
-0.460 0.327 -0.352
-2.912 0.345 -0.571
-0.921 0.939 0.202
-4.739 0.694 -2.423
0.245 0.045 -0.450
-4.465 1.298 -2.321
-0.059 -0.103 -0.060
-0.044 -0.336 -0.339
0.102 0.099 -0.304
0.580 -0.273 0.664
-0.532 -0.095 0.556
0.070 0.009 -0.533
-0.221 0.079 -0.370
0.090 0.211 -0.002
0.010 -0.072 -0.049
0.019 0.015 -0.051

## Properties
**Total charge**: +1
**E_LUMO**: -0.1497 Eh
**HOMO**: -10.25 eV
**Frontier orbital gap**: 6.18 eV

# 3
This record from OMol25 describes a molecular structure, C21H32ClCsGe2N2O8S at a distorted geometry. The level of theory is ωB97M-V with the def2-TZVPD basis set.

Positions of all 68 atoms, in Å:
Cs -0.641 -0.453 -0.785
C 2.426 -0.840 6.098
C 1.852 -1.835 5.101
Ge 0.895 -1.017 3.568
C -0.348 0.361 4.214
C -1.513 -0.234 4.991
C 1.996 -0.754 1.999
C 2.865 0.221 1.738
Ge 3.956 0.198 -0.011
C 4.806 2.049 0.086
C 3.862 3.175 -0.294
C 5.576 -0.797 0.736
C 5.287 -2.228 1.151
C 3.056 1.307 2.706
C 2.073 2.279 2.909
C 2.256 3.304 3.823
C 3.431 3.391 4.554
C 4.425 2.441 4.352
C 4.244 1.420 3.437
H 2.950 -1.343 6.917
H 1.637 -0.229 6.545
H 3.132 -0.153 5.627
H 1.139 -2.503 5.589
H 2.638 -2.467 4.683
H -0.716 0.926 3.359
H 0.232 1.046 4.845
H -2.114 -0.878 4.349
H -2.164 0.546 5.397
H -1.172 -0.842 5.835
H 1.840 -1.527 1.248
H 5.647 2.002 -0.617
H 5.242 2.231 1.077
H 3.387 2.977 -1.259
H 4.347 4.157 -0.358
H 3.052 3.268 0.435
H 6.021 -0.236 1.568
H 6.312 -0.772 -0.076
H 4.549 -2.259 1.957
H 6.176 -2.772 1.495
H 4.857 -2.791 0.318
H 1.153 2.218 2.337
H 1.470 4.037 3.962
H 3.576 4.191 5.270
H 5.352 2.498 4.913
H 5.023 0.686 3.276
O -1.233 1.459 -4.746
Cl -1.599 0.821 -3.526
O -3.018 0.611 -3.458
O -0.939 -0.470 -3.418
O -1.205 1.642 -2.385
N -7.362 -0.684 -0.584
C -6.102 -0.163 -0.248
C -5.611 0.983 -0.866
C -4.358 1.449 -0.502
N -3.591 0.877 0.416
C -4.069 -0.212 1.015
C -5.308 -0.762 0.726
H -7.623 -0.485 -1.539
H -7.429 -1.676 -0.401
H -6.167 1.487 -1.646
H -3.940 2.309 -1.012
H -3.416 -0.696 1.729
H -5.612 -1.669 1.234
O -0.422 -3.101 0.753
S -1.077 -2.396 1.845
O -0.129 -2.500 3.103
O -1.093 -0.932 1.613
O -2.367 -2.923 2.229

Force components x, y, z for each atom (eV/Å):
1.210 -0.221 -0.013
0.018 0.155 0.090
-0.216 -0.014 -0.233
-0.181 -0.377 -0.105
0.285 0.109 0.108
-0.109 -0.108 0.080
-0.205 -0.043 -0.061
0.235 0.132 -0.018
-0.138 -0.039 -0.132
0.173 -0.226 0.106
-0.145 0.153 -0.098
0.073 0.221 -0.014
-0.029 -0.154 0.023
0.061 0.105 0.160
-0.059 -0.025 -0.062
-0.002 0.059 0.035
-0.032 0.065 0.038
0.062 0.037 0.081
-0.017 -0.079 -0.025
0.022 0.003 0.014
0.008 0.001 -0.002
0.013 0.016 -0.018
-0.024 -0.009 -0.008
0.021 0.004 -0.024
0.066 -0.033 -0.046
-0.045 -0.019 -0.067
-0.014 -0.031 0.000
0.001 0.009 -0.026
0.015 -0.023 0.002
0.017 -0.104 -0.030
-0.001 0.036 -0.013
-0.007 0.010 -0.024
0.008 0.006 -0.012
0.018 -0.006 0.010
-0.026 0.004 0.031
0.023 0.000 0.015
0.031 -0.040 0.009
-0.005 0.005 0.011
-0.001 0.002 0.000
-0.005 -0.027 -0.008
0.030 -0.008 0.006
0.008 0.021 0.020
-0.003 0.013 0.007
-0.010 0.004 0.000
-0.003 -0.007 -0.001
0.131 0.289 -0.473
-0.057 -0.033 0.378
-0.443 0.022 -0.139
-0.165 0.323 -1.179
-0.180 0.406 -0.973
0.057 -0.058 -0.046
0.013 -0.003 0.013
0.028 -0.011 0.052
-0.118 0.013 -0.185
0.238 0.115 0.079
-0.153 -0.091 0.002
0.037 0.030 -0.047
0.006 -0.008 0.073
-0.018 0.070 -0.007
-0.037 -0.031 -0.021
0.020 0.006 0.008
0.024 0.003 0.058
-0.059 -0.020 -0.018
-0.235 -0.019 0.139
0.632 0.540 0.455
0.042 -0.260 0.300
-0.757 -0.714 1.650
-0.131 -0.144 0.079

## Properties
**Total charge**: -2
**E_LUMO**: 0.1447 Eh
**HOMO**: -1.04 eV
**Frontier orbital gap**: 4.98 eV